ORCA calculation (ωB97M-V with the def2-TZVPD basis set) on C29H65AlBNO9P as an isolated structure.

Calculated values
Total charge = -1
2S+1 = 1
Total energy = -2484.45287 hartree
Kohn-Sham gap = 5.27 eV

Structure (XYZ):
```
107
Properties=species:S:1:pos:R:3:forces:R:3
C -2.3586 4.5545 -0.2555 1.0 1.0 1.5
P -2.1824 5.1684 -2.0597 -1.1 0.9 0.4
O -1.3260 6.7176 -1.9136 1.3 -2.2 1.9
Al -0.7220 3.8469 -3.3097 0.1 -0.3 -0.9
B 1.2019 4.5001 -2.8777 2.5 0.5 0.0
N 2.1167 3.8655 -1.8264 -1.8 1.3 0.0
O 1.7540 5.6801 -3.6308 -0.9 -0.2 2.8
H -3.0060 5.3804 0.3125 1.1 -2.0 -1.1
H -2.7909 3.4717 -0.1403 0.7 2.2 -0.4
H -1.2837 4.6043 0.2518 -2.1 -0.4 -0.8
H -0.5358 6.4625 -1.3187 -1.5 0.9 -1.3
H -0.9558 2.3046 -3.0476 -0.2 -0.6 0.2
H -1.0465 4.1729 -4.8549 -0.2 0.1 -0.1
H 1.5763 3.0934 -1.3775 0.7 1.0 -0.2
H 2.3335 4.5984 -1.1004 0.1 -1.1 -0.9
H 1.5744 6.4676 -3.0355 0.3 -1.1 -1.2
C 0.2820 -0.6928 0.4555 0.0 -0.5 0.4
C -0.6045 -0.1927 -0.6557 -0.2 0.0 -0.6
C -0.9114 1.2189 -0.2052 -0.4 0.3 -0.1
O 0.2235 1.6721 0.5455 0.3 -0.3 0.1
C 1.0722 0.5471 0.8125 0.1 0.4 -0.1
H 0.9167 -1.5343 0.1665 -0.1 0.1 0.0
H -0.3323 -1.0033 1.3091 0.0 0.0 0.0
H -0.0425 -0.1706 -1.5969 -0.1 0.1 0.0
H -1.5025 -0.7968 -0.8077 0.2 0.1 0.0
H -1.7825 1.2439 0.4581 -0.1 -0.1 0.0
H -1.0923 1.8967 -1.0444 0.1 -0.1 0.2
H 1.9634 0.6443 0.1829 0.1 -0.1 0.0
H 1.3825 0.5598 1.8610 0.0 0.1 0.0
C -3.4077 -4.8705 -1.1556 0.0 -0.6 0.2
C -4.3929 -3.7520 -1.3771 -0.4 0.2 -0.5
C -3.8444 -2.6643 -0.4795 0.0 0.4 0.3
O -2.4224 -2.8444 -0.4288 -0.3 -0.5 -0.1
C -2.1035 -4.1185 -1.0051 0.4 0.3 -0.1
H -3.3859 -5.6038 -1.9657 0.0 0.1 0.1
H -3.6461 -5.3958 -0.2231 0.0 0.0 -0.1
H -4.3557 -3.4269 -2.4235 -0.1 0.0 0.1
H -5.4251 -4.0214 -1.1392 0.1 0.1 0.0
H -4.2298 -2.7592 0.5412 -0.1 0.0 0.0
H -4.0754 -1.6606 -0.8478 0.1 -0.1 0.1
H -1.6358 -3.9368 -1.9790 0.1 -0.1 0.0
H -1.3875 -4.6433 -0.3666 0.0 0.2 0.0
C 3.7945 -4.6223 -2.3555 0.0 -0.4 -0.5
C 4.4352 -3.3011 -2.0169 0.5 0.2 0.2
C 3.2319 -2.3992 -1.8493 -0.3 0.4 -0.1
O 2.1583 -3.2220 -1.3725 0.3 -0.3 -0.1
C 2.5461 -4.5969 -1.5012 -0.3 0.0 0.3
H 4.4331 -5.4856 -2.1516 -0.1 0.1 0.0
H 3.5207 -4.6408 -3.4171 0.0 0.0 0.1
H 4.9755 -3.3838 -1.0665 0.0 0.0 -0.1
H 5.1340 -2.9434 -2.7774 -0.1 0.0 0.1
H 2.9222 -1.9676 -2.8070 0.1 0.1 0.0
H 3.4137 -1.5848 -1.1421 -0.1 -0.1 0.0
H 2.7457 -4.9830 -0.4956 0.0 -0.1 0.0
H 1.7257 -5.1720 -1.9393 0.0 0.1 0.1
C -0.0945 -1.4250 4.5637 0.4 0.5 0.0
C -0.1983 -2.8237 4.0129 -0.2 -0.3 -0.5
C -0.3129 -3.6529 5.2734 0.1 -0.2 0.3
O -0.9712 -2.8354 6.2509 0.1 0.1 -0.3
C -1.0156 -1.4876 5.7624 -0.4 0.0 0.2
H -0.3779 -0.6487 3.8484 0.0 -0.1 0.1
H 0.9335 -1.2307 4.8920 -0.1 0.0 0.0
H -1.1137 -2.9207 3.4174 0.1 0.0 0.0
H 0.6493 -3.1140 3.3868 -0.1 0.0 0.1
H 0.6745 -3.9155 5.6676 0.0 -0.1 -0.1
H -0.8831 -4.5735 5.1191 0.0 0.1 0.1
H -2.0509 -1.2691 5.4788 0.0 0.1 0.0
H -0.7184 -0.7974 6.5568 -0.1 -0.1 0.0
C 2.2615 5.0784 3.3341 0.6 -0.1 0.0
C 1.3384 6.1482 3.8578 -0.4 0.1 0.5
C 0.9268 6.8608 2.5880 -0.1 0.2 -0.5
O 0.9475 5.8845 1.5375 0.2 0.1 0.4
C 1.6027 4.7051 2.0242 -0.3 -0.4 -0.3
H 2.3772 4.2279 4.0106 0.0 0.1 -0.1
H 3.2541 5.5045 3.1452 -0.1 -0.1 0.0
H 0.4625 5.6849 4.3270 0.1 0.1 0.0
H 1.8058 6.8136 4.5881 -0.1 0.0 -0.1
H 1.6401 7.6493 2.3255 0.0 0.1 0.1
H -0.0711 7.3029 2.6601 0.1 -0.1 -0.1
H 0.8379 3.9346 2.1704 0.1 -0.1 -0.1
H 2.3200 4.3481 1.2801 -0.2 0.0 0.0
C 7.9983 -0.2343 -0.5810 0.5 0.1 0.3
C 6.8447 0.5813 -1.1051 -0.6 0.2 0.2
C 7.0146 0.4448 -2.6025 0.0 0.2 -0.4
O 7.6146 -0.8364 -2.8381 0.0 0.0 0.4
C 8.0685 -1.3647 -1.5843 -0.1 -0.3 -0.3
H 7.8594 -0.5833 0.4453 0.0 0.0 -0.1
H 8.9200 0.3584 -0.6205 -0.1 -0.1 0.0
H 5.8971 0.1262 -0.7936 0.1 0.1 0.0
H 6.8519 1.6209 -0.7679 0.0 -0.1 -0.1
H 7.6928 1.2090 -2.9969 -0.1 0.1 0.0
H 6.0642 0.5108 -3.1400 0.2 -0.1 0.0
H 7.3981 -2.1848 -1.3051 0.1 -0.1 0.1
H 9.0802 -1.7639 -1.6969 -0.1 0.0 -0.1
C -8.7754 -1.3078 -0.4409 -0.4 0.5 0.3
C -8.9244 -2.3477 -1.5212 -0.2 -0.6 -0.1
C -7.8498 -1.9388 -2.5050 0.3 0.2 -0.3
O -6.7986 -1.3290 -1.7433 -0.4 -0.1 0.1
C -7.2779 -1.0934 -0.4121 0.5 0.0 0.1
H -9.1803 -1.6172 0.5259 0.1 0.1 -0.1
H -9.2797 -0.3826 -0.7443 0.1 -0.1 0.1
H -8.6996 -3.3405 -1.1137 -0.1 0.1 -0.1
H -9.9217 -2.3789 -1.9672 0.1 0.0 0.0
H -8.2237 -1.1935 -3.2149 0.0 -0.1 -0.1
H -7.4517 -2.7880 -3.0678 0.1 0.1 0.0
H -6.7870 -1.8133 0.2518 0.0 0.0 0.1
H -7.0044 -0.0833 -0.0950 0.1 -0.1 -0.1
```
Forces are in eV/Å.